[1]
C4H6BrNSe | wB97M-V/def2-TZVPD

```
! RIJCOSX wB97M-V def2-TZVPD def2/J DEFGRID3
* xyz 0 1
C 0.8846 -1.4549 0.1319
C -0.8072 0.6249 -1.5226
C -0.8972 0.3312 1.3750
C 1.6917 -0.5251 0.7682
N 0.3128 -2.3777 -0.2507
Se -0.8308 1.6994 0.1635
Br 2.2956 0.9553 -0.2166
H 0.0091 1.0720 -2.2338
H -0.6066 -0.4356 -1.2773
H -1.8850 0.7141 -1.9635
H -1.5028 -0.5739 1.1401
H -1.0413 0.7824 2.3485
H 2.3772 -0.8122 1.5374
*
```

## Properties
ΔE to the lowest compared entry with this formula, charge and spin	61.22	kcal per mole
orbital gap (alpha / beta)	0.2362 / 0.2967	Eh

natural (NBO) atomic charge list, values in e, 8 entries: 0.184 -0.813 -0.634 -0.420 -0.343 0.487 0.123 0.246

=====

[2]
C4H14IN3 | wB97M-V/def2-TZVPD

```
! RIJCOSX wB97M-V def2-TZVPD def2/J DEFGRID3
* xyz 2 1
C 0.2272 0.8991 0.0785
C -1.2907 1.0142 0.3010
C 0.6522 -1.6121 -0.5570
C 0.7414 -0.4640 0.4162
N 1.2581 -0.7904 1.5349
N -1.7466 2.4100 0.0624
N 1.2385 -2.7752 0.0805
I 3.9835 0.3360 -0.0208
H 0.7517 1.6306 0.6975
H 0.4610 1.0988 -0.9696
H -1.5483 0.7375 1.3261
H -1.8287 0.3539 -0.3830
H -0.3955 -1.7672 -0.8436
H 1.1795 -1.3154 -1.4724
H 1.5400 -1.8204 1.4785
H 1.4804 -0.1792 2.3092
H -2.7537 2.5045 0.2475
H -1.5782 2.7055 -0.9079
H -1.2560 3.0677 0.6795
H 2.0772 -3.1041 -0.3813
H 0.6025 -3.5571 0.1718
H 5.3683 0.5441 -0.7061
*
```

## Properties
ΔE to the lowest compared entry with this formula, charge and spin	0.00	kcal per mole
orbital gap	0.3133	Eh

natural (NBO) atomic charge list, values in e, 8 entries: -0.514 -0.218 -0.324 0.483 -0.619 -0.664 -0.844 -0.145

=====

[3]
H3N2O3S | wB97M-V/def2-TZVPD

```
! RIJCOSX wB97M-V def2-TZVPD def2/J DEFGRID3
* xyz -1 1
N -0.4392 -0.3147 0.3446
N 0.3122 0.8679 0.3948
S 2.1476 0.0224 -0.0347
O 3.1737 1.0293 -0.1233
O 1.8473 -0.6533 -1.2914
O 2.1919 -0.8631 1.1149
H 0.0138 -1.1006 -0.2365
H -0.1392 -0.8103 1.1498
H 0.0749 1.4812 -0.2754
*
```

## Properties
ΔE to the lowest compared entry with this formula, charge and spin	30.53	kcal per mole
SMILES string	NNS(=O)(=O)[O-]
orbital gap	0.3225	Eh

natural (NBO) atomic charge list, values in e, 8 entries: -0.697 -0.669 2.394 -0.988 -1.019 -1.018 0.338 0.341

=====

[4]
C30H57BO2OsP2 | wB97M-V/def2-TZVPD

```
! RIJCOSX wB97M-V def2-TZVPD def2/J DEFGRID3
* xyz 2 5
Os -1.0350 -0.4594 -2.0469
C -2.3420 1.5718 -0.3367
C -2.8392 0.7456 -1.4299
C -2.3595 -0.6010 0.4355
C -2.0246 0.7370 0.7508
C -2.8808 -0.6282 -0.9209
C -2.3545 3.0546 -0.3218
H -2.2411 3.4690 -1.3353
H -1.5459 3.4629 0.3038
H -3.3041 3.4373 0.0937
C -1.5114 1.1996 2.0694
H -0.9286 2.1254 1.9678
H -0.8596 0.4363 2.5085
H -2.3298 1.3965 2.7783
C -2.3847 -1.7372 1.3839
H -3.3593 -1.8458 1.8965
H -1.6164 -1.6283 2.1618
H -2.1905 -2.6696 0.8400
C -3.6292 -1.7444 -1.5533
H -4.5840 -1.3774 -1.9500
H -3.8061 -2.5352 -0.8234
H -3.0354 -2.1422 -2.3882
C -3.6443 1.2604 -2.5775
H -4.6188 1.6370 -2.2288
H -3.8216 0.4685 -3.3128
H -3.1248 2.0869 -3.0772
C 0.8321 0.2150 -1.9148
C -0.0510 1.2646 -2.3833
C -0.1821 1.7005 -3.8183
C -0.8843 0.6635 -4.7268
C -1.3207 -0.5929 -3.9853
C -0.3296 -1.5618 -3.5358
C 1.1460 -1.3708 -3.8443
C 1.8329 -0.4042 -2.8581
H 0.7939 1.9835 -4.2343
H -0.2441 0.4068 -5.5879
H -0.7750 2.6292 -3.8259
H 2.4029 0.3570 -3.4183
H 1.2051 0.3633 -0.8964
H -0.1417 2.0877 -1.6704
H 2.5808 -0.9530 -2.2689
H 1.6323 -2.3508 -3.7733
H -0.6284 -2.6130 -3.5849
H 1.3029 -1.0450 -4.8806
H -1.7868 1.1278 -5.1396
H -2.2532 -1.0386 -4.3536
P 2.1838 2.5595 0.3489
C 1.9628 3.3045 2.0110
H 2.9353 3.6197 2.4073
H 1.5138 2.5693 2.6880
H 1.2975 4.1736 1.9501
C 3.9566 2.1048 0.5008
H 4.4993 2.9829 0.8704
H 4.3564 1.8174 -0.4795
H 4.0788 1.2624 1.1927
C 2.4239 4.1398 -0.5495
H 2.5699 3.9387 -1.6161
H 3.3038 4.6531 -0.1480
H 1.5376 4.7716 -0.4210
P 1.7850 -3.2843 0.9645
C 0.2552 -3.5039 0.0265
H 0.4582 -4.1510 -0.8365
H -0.0582 -2.5106 -0.3208
H -0.5123 -3.9576 0.6625
C 3.0446 -3.0015 -0.2998
H 2.5381 -2.7733 -1.2472
H 3.6597 -3.9044 -0.4177
H 3.6706 -2.1507 -0.0001
C 2.0938 -4.8043 1.9008
H 2.0622 -5.6562 1.2044
H 1.3115 -4.9436 2.6626
H 3.0837 -4.7730 2.3793
C 3.1137 0.4161 4.2736
C 2.6561 -0.9245 3.7458
C 3.7294 -1.9499 4.1266
O 2.6340 -0.8366 2.3038
B 1.5908 -1.7120 2.0613
O 0.4977 -1.6015 2.9041
C 1.1605 -1.3319 4.1566
C 1.0565 -2.5938 5.0075
C 0.3603 -0.2472 4.8540
H 4.0869 0.6731 3.8364
H 3.2258 0.3446 5.3612
H 2.4127 1.2237 4.0330
H 4.6893 -1.5970 3.7276
H 3.8239 -2.0236 5.2179
H 3.5496 -2.9507 3.7058
H 1.5481 -2.4272 5.9742
H -0.0034 -2.8089 5.1994
H 1.4926 -3.4745 4.5157
H 0.3705 0.7037 4.3069
H -0.6882 -0.5631 4.9517
H 0.7567 -0.0818 5.8630
*
```

## Properties
ΔE to the lowest compared entry with this formula, charge and spin	42.88	kcal per mole
orbital gap (alpha / beta)	0.2180 / 0.1786	Eh

Löwdin atomic charge list, values in e, 8 entries: 1.526 -0.206 -0.278 -0.167 -0.177 -0.385 -0.011 0.089

=====

[5]
C45H92BN4O5 | wB97M-V/def2-TZVPD

```
! RIJCOSX wB97M-V def2-TZVPD def2/J DEFGRID3
* xyz 1 3
C -4.7193 -1.1551 -1.2844
C -4.0834 -1.3933 0.1547
C -4.6537 -0.3946 1.2623
C -4.2864 1.1303 0.9946
C -2.7796 1.3439 0.5202
C -2.4469 2.9039 0.5669
C -0.8414 3.0211 0.5601
C -0.3274 3.1830 2.0556
C 1.1158 3.8856 2.0977
C 2.2370 3.0296 2.8328
C 2.3699 1.5207 2.3062
C 3.3257 1.5318 0.9994
C 4.3259 0.3274 1.0305
N 4.3664 -0.6311 -0.1331
C 5.7088 -1.1823 -0.4370
C 6.6666 -0.0675 -1.2412
C 8.2525 -0.0410 -0.6995
O 7.1173 1.0863 -0.4517
C 3.4559 -0.2861 -1.2902
C 3.5792 -1.2611 -2.5532
C 4.2903 -0.7010 -3.8474
C 3.6287 -1.5220 -5.0874
C 2.4730 -0.5885 -5.6924
C 3.0272 0.5976 -6.5892
C 2.6605 2.0510 -6.0135
C 1.1137 2.3922 -6.1268
C 0.6816 3.7011 -5.3231
C 3.1824 1.2370 -1.5720
N 2.1361 1.2898 -2.6678
B 4.3057 2.3007 -1.9118
O 4.3306 3.5533 -1.1872
O 5.3270 2.2418 -2.9408
C 2.3869 1.7512 -0.2500
H -5.7434 -1.6296 -1.3668
H -4.0330 -1.5949 -2.0607
H -4.8649 -0.0435 -1.4579
H -4.3466 -2.4481 0.4709
H -2.9573 -1.3370 0.1171
H -4.3264 -0.6768 2.3106
H -5.7775 -0.4909 1.2322
H -4.4044 1.6894 1.9733
H -4.9706 1.6191 0.2433
H -2.6906 0.9393 -0.5374
H -2.1284 0.7254 1.2038
H -2.8515 3.3225 1.5317
H -2.8115 3.4485 -0.3550
H -0.4718 2.0756 0.0502
H -0.4582 3.8854 -0.0571
H -0.3574 2.2197 2.6571
H -1.0665 3.8760 2.5701
H 1.4335 4.2831 1.0813
H 0.9711 4.8195 2.7361
H 3.2045 3.6053 2.7857
H 1.9252 2.9804 3.9277
H 1.3609 1.0617 2.0788
H 2.8116 0.9334 3.1624
H 3.9277 2.4896 1.1238
H 5.3643 0.7417 1.2453
H 4.1017 -0.2638 1.9815
H 3.9068 -1.4752 0.2658
H 5.7605 -2.1442 -1.0004
H 6.2861 -1.2393 0.5407
H 6.5035 0.0657 -2.3937
H 8.5411 -0.1596 -1.8255
H 8.9478 0.8366 -0.5880
H 2.4236 -0.6001 -0.8852
H 4.0419 -2.2702 -2.3041
H 2.5278 -1.5380 -2.8985
H 4.0732 0.3687 -4.1022
H 5.3935 -0.9731 -3.9363
H 4.3981 -1.6390 -5.9175
H 3.2616 -2.5412 -4.7798
H 1.8092 -0.2541 -4.8422
H 1.8495 -1.2565 -6.3545
H 2.6848 0.5805 -7.6600
H 4.1610 0.5433 -6.5656
H 3.0759 2.2126 -4.9663
H 3.2036 2.8055 -6.6749
H 0.8710 2.6019 -7.2188
H 0.5064 1.4953 -5.7847
H 0.4968 4.5788 -6.0229
H -0.3280 3.4988 -4.8422
H 1.4394 4.0517 -4.5659
H 1.5586 2.1334 -2.5497
H 1.4857 0.5120 -2.4647
H 5.2874 3.6594 -0.9947
H 4.9866 2.7402 -3.7124
H 2.0085 2.8043 -0.3925
H 1.4516 1.1147 -0.0960
C 6.9938 1.1750 7.1416
C 5.5340 1.1590 6.6213
C 4.5778 1.6234 7.7366
C 4.3647 0.5791 8.8284
C 3.9485 -0.7591 8.2280
C 4.9061 -1.2534 7.1276
N 5.1987 -0.2027 6.1083
O 4.1209 -0.0864 5.3220
C 6.2210 -1.7483 7.7695
C 4.3104 -2.5297 6.4911
C 5.5278 2.2239 5.5013
H 7.0723 0.9497 8.2053
H 7.6238 0.4725 6.5905
H 7.4551 2.1582 7.0201
H 3.6013 1.8744 7.3059
H 4.9545 2.5459 8.1899
H 5.2706 0.4616 9.4305
H 3.5890 0.9264 9.5164
H 3.8794 -1.5044 9.0261
H 2.9361 -0.6557 7.8204
H 6.9545 -2.0210 7.0059
H 6.0421 -2.6371 8.3801
H 6.6831 -1.0273 8.4392
H 3.3099 -2.3725 6.0868
H 4.2202 -3.3222 7.2398
H 4.9528 -2.9057 5.6910
H 6.1966 1.9398 4.6834
H 5.8645 3.1890 5.8869
H 4.5306 2.3925 5.0875
C -9.8751 -5.0100 -2.0136
C -9.6050 -3.4877 -1.9043
C -10.9121 -2.7496 -1.5549
C -11.8860 -2.6493 -2.7243
C -11.2028 -2.0640 -3.9541
C -9.9074 -2.8031 -4.3364
N -8.9892 -2.9920 -3.1744
O -8.4108 -1.8003 -2.9215
C -10.2582 -4.1714 -4.9614
C -9.2264 -2.0388 -5.4943
C -8.6463 -3.3701 -0.7010
H -10.8748 -5.2429 -2.3808
H -9.1443 -5.5013 -2.6606
H -9.8024 -5.5038 -1.0413
H -10.6826 -1.7343 -1.2109
H -11.4085 -3.2483 -0.7161
H -12.3114 -3.6307 -2.9555
H -12.7302 -2.0146 -2.4404
H -11.9039 -2.0781 -4.7943
H -10.9836 -1.0077 -3.7591
H -9.3564 -4.7567 -5.1604
H -10.7767 -4.0392 -5.9148
H -10.9257 -4.7762 -4.3523
H -9.0152 -0.9982 -5.2467
H -9.8771 -2.0215 -6.3739
H -8.2914 -2.5222 -5.7870
H -7.6996 -3.8825 -0.8948
H -9.0902 -3.8180 0.1914
H -8.4272 -2.3321 -0.4409
*
```

## Properties
ΔE to the lowest compared entry with this formula, charge and spin	152.76	kcal per mole
orbital gap (alpha / beta)	0.2538 / 0.2782	Eh

Löwdin atomic charge list, values in e, 8 entries: -0.111 -0.266 -0.212 -0.222 -0.227 -0.188 -0.217 -0.194

=====

[6]
C3H6N3O4 | wB97M-V/def2-TZVPD

```
! RIJCOSX wB97M-V def2-TZVPD def2/J DEFGRID3
* xyz -1 1
C -0.9565 1.3896 -0.0586
C 0.0850 -0.9529 -0.6788
C -0.7750 -0.1546 0.3048
N -2.1663 -0.8049 0.4378
N 2.1292 0.5772 0.1826
N 1.8231 -0.5902 -0.2863
O -2.0946 1.7758 -0.2439
O 3.3612 0.9077 0.3838
O 2.4193 -1.6862 -0.1864
O 0.1087 2.0694 -0.1941
H -0.0018 -1.9586 -0.4671
H 0.0719 -0.7272 -1.6962
H -0.1607 -0.1215 1.3162
H -2.7808 -0.2821 -0.1573
H -2.4341 -0.7337 1.4096
H 1.3715 1.2921 -0.0660
*
```

## Properties
ΔE to the lowest compared entry with this formula, charge and spin	19.84	kcal per mole
orbital gap (alpha / beta)	0.3044 / 0.3044	Eh

natural (NBO) atomic charge list, values in e, 8 entries: 0.766 -0.175 -0.219 -0.861 0.037 0.253 -0.716 -0.562

=====

Q: Which of these has the highest ΔE to the lowest compared entry with this formula, charge and spin?
A: C45H92BN4O5